142
Properties=species:S:1:pos:R:3:forces:R:3 method="wB97M-V/def2-TZVPD" largest_force_ev_per_a=4.57 homo_energy_ev=-10.56 multiplicity=1 de_lowest_kcal_mol=0.0 molar_mass_da=928.538 e_lumo_ha=-0.0546 homo_lumo_gap_ha=0.333 charge=+1
Hg 0.1305 1.6683 -0.6140 -0.90 -1.24 1.98
O 1.1829 3.5947 -0.8799 1.40 1.44 1.35
O -0.0442 2.0727 -2.8111 1.60 -0.47 -1.82
O -1.7564 1.2221 5.9692 0.20 -1.06 -1.35
O -2.1556 -3.8493 -3.5587 -1.05 0.02 0.04
O 4.1522 -1.6005 -0.4670 -0.21 -0.06 0.15
O -5.6181 -0.1378 -4.2189 -0.19 -1.53 -0.28
O 3.3514 -4.9094 2.9556 0.09 0.21 1.33
O -4.3553 3.7639 0.8723 -0.18 0.85 0.61
N -1.9980 2.8772 -0.3885 -0.35 0.83 0.53
N -4.0020 0.8528 -1.1663 0.95 1.37 0.41
N 1.9210 0.3424 -1.4603 -0.05 0.53 0.83
N 3.2187 -0.3375 1.9980 0.33 -0.36 -0.66
N 1.3410 1.8795 1.3635 -0.14 0.52 -0.62
N 1.7234 -4.7414 -0.4593 0.80 0.08 0.59
N 0.7974 -2.3049 -1.8848 -0.18 0.80 -0.38
N 0.1427 1.6914 3.8833 -0.19 -0.57 0.19
C -6.4156 1.0384 -1.5275 0.46 0.16 0.77
C -3.2180 -2.9596 -3.9268 0.69 0.61 -0.46
C 0.9904 1.3723 -3.5287 1.33 -0.25 0.48
C 2.1872 -4.2842 0.8506 -1.07 0.01 1.90
C 2.9336 -5.4028 1.6906 0.88 1.50 -0.03
C -2.0611 3.0901 1.0580 0.30 0.89 0.84
C 5.4753 -0.0380 2.6113 1.99 -0.09 1.55
C -1.1120 0.0947 5.3139 -0.94 1.27 -0.51
C -1.5265 4.5132 1.4597 -0.02 -1.36 -0.13
C -0.0378 -2.5306 -3.0759 -0.85 -1.55 2.00
C 1.0016 -3.7252 1.6701 -0.11 -0.34 -0.50
C 3.1133 3.0442 2.4737 -0.56 2.07 -0.22
C 4.4809 -2.6666 -1.3601 -0.39 0.28 0.95
C -5.7110 3.8409 1.3430 0.08 -1.29 -0.34
C 1.3489 4.4995 -1.9277 -1.29 1.04 -0.75
C 3.2490 0.1688 -3.3309 1.07 0.36 -1.83
C 4.9329 -1.5524 0.7157 0.88 0.55 -0.93
C 1.9467 3.2050 1.4551 0.61 -1.20 -0.35
C 0.0155 -0.6588 3.2344 -0.66 0.84 0.48
C -5.5652 0.1326 -5.6043 0.04 0.81 0.04
C 4.5810 -0.2755 1.4523 -0.09 0.30 0.54
C -3.4670 2.9452 1.6403 -0.89 0.02 0.05
C 2.3018 3.6637 0.0264 0.71 -0.13 0.59
C -0.7711 0.5012 3.8821 1.31 0.41 0.27
C 0.7698 -3.3448 -4.0299 0.11 0.66 -1.01
C -1.0693 2.4507 -3.6669 -2.17 0.45 0.05
C -5.1149 0.4108 -1.9915 0.68 -1.16 1.10
C -1.3133 -3.3241 -2.5345 0.16 0.73 -1.57
C -4.7240 0.6292 -3.4221 -2.01 0.48 -1.35
C 4.2753 -5.7274 3.7217 0.01 0.33 -0.92
C -2.4490 0.8302 7.1223 0.27 0.21 0.76
C 2.2551 1.0450 -2.6554 -0.98 0.52 -0.67
B -1.1823 -0.2859 -0.2646 -0.05 -0.26 0.75
H 2.7758 -0.9596 1.3369 -1.01 -0.17 0.00
H -0.5432 4.6897 1.0238 -0.18 0.11 -0.35
H 2.8124 0.0394 -1.0947 0.25 0.14 0.92
H -1.6369 0.3937 0.4395 -2.06 2.55 2.63
H -3.9753 -3.3421 -4.6112 0.46 -0.92 0.03
H 5.2353 -5.8693 3.2252 0.11 0.25 -0.60
H 4.1517 0.0287 -2.7362 -0.07 0.21 0.29
H 3.5859 0.6513 -4.2485 0.11 -0.31 -0.39
H -1.6357 0.7546 3.2685 -0.22 -0.07 0.27
H 2.5382 -5.1359 -0.9071 -0.12 -0.37 -0.49
H 3.9037 -5.5664 1.2212 -0.23 -0.99 -0.88
H -6.0925 1.0572 -5.8392 0.22 0.61 0.19
H 0.9184 -0.7689 3.8352 0.20 -0.32 -0.16
H 1.3464 5.5076 -1.5132 0.50 0.16 -0.10
H 2.1077 1.2222 1.3476 0.34 -0.48 -0.43
H 0.9532 1.3926 4.4066 0.45 -0.12 0.13
H -0.2009 -0.1963 5.8367 0.17 0.03 0.21
H 2.6992 4.6712 0.1491 -0.18 0.27 -0.53
H 5.3828 0.9021 3.1552 -0.59 0.18 -0.33
H -2.7070 2.1887 -0.5968 -0.17 -0.80 -0.51
H -4.1975 0.7981 -0.1769 -0.54 0.01 0.18
H -0.5937 -1.5598 3.3064 0.21 -0.12 -0.25
H 1.2315 3.9422 1.8200 -0.12 -0.22 0.25
H 0.2617 -0.4154 2.2009 -0.05 -0.29 0.10
H -3.0202 -0.0897 6.9976 0.08 -0.16 -0.10
H 1.5501 -2.6286 -4.2873 0.60 -0.49 -0.39
H -1.8744 2.8521 -3.0515 0.12 0.18 0.22
H -5.8515 4.1278 2.3852 0.46 0.34 0.04
H -0.1907 2.4724 4.4301 -0.67 0.02 0.08
H -5.0166 1.6337 -3.7277 0.76 0.80 0.42
H -1.7619 -0.7777 5.2460 -0.32 -0.03 0.36
H 1.4147 2.0197 -4.2962 -0.47 0.03 -0.45
H -7.3206 0.7997 -2.0862 0.33 0.10 -0.18
H -2.2389 5.2923 1.1884 0.12 0.01 0.07
H -1.3822 2.3710 1.5164 -0.28 -0.14 0.33
H -1.3527 4.4728 2.5349 -0.25 0.33 0.11
H 1.5922 -0.5569 -1.7818 -0.91 -0.97 0.13
H 3.7043 -2.6112 -2.1229 0.38 -0.25 -0.21
H -6.3565 4.4309 0.6924 0.68 0.51 -0.07
H 4.8374 -2.4372 1.3450 -0.50 -0.20 0.19
H -0.9459 -4.1918 -1.9865 0.15 0.07 0.09
H -3.2494 0.1853 -1.2555 0.29 -0.08 -0.23
H -6.1045 -0.5574 -6.2532 0.23 -0.77 0.67
H -1.5671 1.6186 -4.1648 0.45 -0.37 -0.24
H -1.9119 -2.6859 -1.8846 0.17 0.05 0.25
H 3.3341 -0.8788 2.8428 -0.47 -0.16 0.35
H -2.4765 3.6966 -0.7343 0.24 0.54 -0.68
H 0.1659 -1.9610 -1.1756 0.03 0.26 0.47
H 5.5099 -2.5906 -1.7116 -0.03 0.25 -0.35
H 2.7882 -3.3865 0.7057 0.66 -0.37 -0.15
H 1.0058 1.7082 2.3008 -1.22 -0.08 0.42
H 4.6434 0.6038 0.8113 0.06 -0.15 -0.57
H 3.0556 3.0528 -0.4704 0.51 -0.18 0.43
H 1.0116 -5.4525 -0.3710 -0.03 -0.24 0.04
H 3.4113 4.0624 2.7240 0.92 0.09 -0.27
H -6.5667 0.7387 -0.4905 -0.23 -0.46 0.06
H 3.9465 -6.7497 3.9082 -0.62 0.12 0.19
H -3.6793 0.4440 -3.6719 0.18 -0.24 0.19
H -3.9290 1.9602 1.7059 0.45 -0.71 -0.63
H 2.1984 4.3121 -2.5846 0.29 -0.09 0.25
H 5.3822 -0.8017 3.3835 -0.46 -0.29 0.05
H 0.5827 0.4545 -3.9523 -0.12 -0.02 -0.15
H -5.0489 -0.6407 -1.7118 -1.27 -0.66 -1.08
H -0.1816 -0.4565 0.1011 3.68 -1.42 1.58
H -3.1473 1.6042 7.4406 0.10 0.17 -0.28
H 5.9798 -1.5430 0.4123 0.37 0.18 0.03
H 1.1589 -3.1758 -1.5229 0.08 -0.43 0.02
H -2.7545 -2.1422 -4.4792 -0.10 0.50 0.02
H -6.2492 2.1059 -1.3831 -0.20 0.32 -0.66
H -6.1553 2.8504 1.2447 -0.02 -0.43 0.19
H 4.5396 -5.2054 4.6414 -0.59 0.00 0.01
H 0.5054 -2.9248 1.1211 0.14 0.22 -0.05
H -1.0944 0.1239 -1.2589 -0.25 1.28 -4.38
H 2.7446 2.7474 3.4556 -0.32 -0.63 -0.29
H -0.2170 -1.5398 -3.4934 -0.69 -0.11 -0.19
H 1.3155 -3.3566 2.6466 0.07 -0.10 -0.08
H 0.4427 4.4615 -2.5322 0.09 -0.19 -0.06
H 2.6882 2.0247 -2.4538 0.24 0.05 0.32
H 1.1971 -4.2588 -3.6173 -0.11 0.08 0.15
H 2.8850 -0.8380 -3.5357 -0.33 0.12 -0.14
H 3.9362 2.4012 2.1617 -0.15 0.21 -0.12
H 6.5488 -0.0893 2.4295 0.07 0.04 -0.70
H 0.2252 -4.4780 1.8061 0.02 -0.25 0.20
H 4.4157 -3.6031 -0.8062 -0.13 -0.30 -0.12
H -3.4174 3.1747 2.7047 -0.09 0.84 0.22
H 0.2177 -3.5718 -4.9419 0.00 -0.13 0.05
H -4.5251 0.2205 -5.9184 0.09 -0.06 -0.30
H -0.8346 3.2238 -4.3985 0.59 -0.07 -0.06
H 2.2921 -6.2698 1.8488 0.06 -0.28 -0.46
H -1.7012 0.7280 7.9087 -0.19 -0.38 0.43
H -1.7695 -1.1910 -0.2740 -2.00 -3.29 -0.21
H -3.8069 -2.5435 -3.1094 0.33 -0.09 0.53